Density functional theory data (the ωB97M-V functional and the def2-TZVPD basis) for a 2-piece molecular cluster, C3H9NO3 overall.

Geometry as XYZ:
```
16
Properties=species:S:1:pos:R:3:forces:R:3
N 0.000 0.000 0.000 -0.5 -0.2 -1.2
C 1.299 0.606 0.018 0.9 0.7 1.1
C 1.214 2.015 -0.612 2.6 0.4 2.7
O 0.724 1.846 -1.881 -2.5 -0.9 -1.2
C 1.231 2.327 -2.955 1.4 -0.2 -2.0
O 2.210 3.044 -3.055 -1.9 -0.1 -1.1
H -0.069 -0.130 -1.015 -1.2 -0.4 0.5
H -0.641 0.766 0.233 -0.2 -0.6 -0.1
H 1.598 0.650 1.083 0.3 0.4 -0.6
H 2.026 -0.042 -0.509 -0.3 0.4 0.2
H 0.565 2.657 0.015 0.0 -0.3 -0.6
H 2.207 2.500 -0.673 -1.0 -0.4 0.8
H 0.792 1.858 -3.857 -0.3 0.5 0.4
O 3.767 3.036 -1.283 2.2 0.7 0.5
H 4.364 3.697 -1.701 -0.6 -0.8 0.5
H 3.057 2.887 -1.947 1.1 0.7 0.1
```
Positions in Å, forces in eV/Å.

Summary:
Energy   -10888.1896 eV
Max |F|   3.745 eV Å⁻¹

---

Density functional theory data (the ωB97M-V functional and the def2-TZVPD basis) for a 2-piece molecular cluster, C3H9NO3 overall.

Geometry as XYZ:
```
16
Properties=species:S:1:pos:R:3:forces:R:3
O 2.136 0.240 0.611 0.4 0.2 -0.2
C 1.128 0.871 0.457 -0.6 0.5 1.5
C -0.220 0.415 0.997 0.4 -0.7 -2.0
N -0.605 0.028 -0.412 -2.5 -0.8 0.5
C -2.094 0.255 -0.737 2.4 0.7 1.3
O -2.080 1.042 -1.892 -0.4 -0.4 -0.1
H 1.048 1.765 -0.170 0.3 0.2 -0.1
H -0.927 1.152 1.365 0.4 0.3 0.0
H -0.164 -0.442 1.659 0.2 0.0 0.2
H -0.340 -0.935 -0.586 0.1 0.0 0.0
H -2.713 -0.641 -0.788 0.2 -0.1 -0.4
H -2.354 0.829 0.154 -0.9 0.1 -0.3
H -1.124 1.112 -2.014 -0.1 0.4 -0.5
O 2.914 -2.304 0.540 -0.5 0.6 -0.1
H 2.474 -1.621 1.076 0.3 -0.5 0.4
H 2.922 -1.766 -0.261 0.4 -0.5 -0.3
```
Positions in Å, forces in eV/Å.

Summary:
Energy   -10887.8244 eV
Max |F|   2.775 eV Å⁻¹

---

Density functional theory data (the ωB97M-V functional and the def2-TZVPD basis) for a 2-piece molecular cluster, C3H9NO3 overall.

Geometry as XYZ:
```
16
Properties=species:S:1:pos:R:3:forces:R:3
C -1.933 -0.028 0.546 -0.5 0.7 0.3
C -0.615 0.244 -0.214 0.9 -1.5 1.4
N -0.248 -0.670 -1.281 -0.4 0.0 -1.2
C -0.563 1.679 -0.655 -0.9 -0.2 -1.3
O -1.268 2.072 -1.554 0.2 0.0 0.4
O 0.250 2.496 0.030 0.0 -0.5 1.0
H -2.764 -0.370 -0.069 0.1 0.1 -0.3
H -1.844 -0.733 1.374 0.4 -0.2 -0.3
H -2.253 0.902 1.035 -0.1 -0.1 -0.1
H 0.165 0.021 0.520 0.0 0.8 0.2
H -0.678 -1.582 -1.194 0.0 0.0 0.4
H -0.565 -0.336 -2.185 -0.1 0.2 0.0
H -0.240 3.311 0.164 0.2 0.6 -0.4
O 4.496 -2.393 1.396 0.1 -0.3 -0.7
H 4.372 -2.686 0.472 0.1 0.3 0.7
H 3.688 -1.926 1.616 -0.1 0.1 0.0
```
Positions in Å, forces in eV/Å.

Summary:
Energy   -10889.3829 eV
Max |F|   2.251 eV Å⁻¹

---

Density functional theory data (the ωB97M-V functional and the def2-TZVPD basis) for a 2-piece molecular cluster, C3H9NO4 overall.

Geometry as XYZ:
```
17
Properties=species:S:1:pos:R:3:forces:R:3
O -0.130 -0.597 1.994 -0.4 0.0 -2.0
C 0.223 -0.985 0.882 3.0 -1.3 2.1
O -0.106 -2.237 0.421 -0.6 0.7 -0.3
N 1.534 -0.585 0.411 -1.1 -0.2 -0.1
O 2.249 0.146 1.379 -0.6 0.0 0.2
H -0.107 -2.237 -0.548 0.0 0.1 0.2
H 2.110 -1.328 0.028 -0.2 0.0 0.6
H 1.618 0.111 2.142 0.4 0.0 -0.3
C -1.955 0.552 -0.233 0.4 0.5 -0.2
O -0.751 -0.024 -0.720 2.6 1.5 -1.4
C 0.417 1.090 -1.268 -3.6 -0.6 0.9
H -2.371 1.249 -0.967 0.0 0.1 0.1
H -1.746 1.056 0.716 -0.3 0.0 0.0
H -2.694 -0.241 -0.086 0.3 -0.1 0.0
H 0.889 1.586 -0.425 0.0 -0.4 0.1
H -0.297 1.765 -1.735 0.3 0.2 -0.3
H 1.116 0.678 -1.989 -0.3 -0.6 0.4
```
Positions in Å, forces in eV/Å.

Summary:
Energy   -12933.3874 eV
Max |F|   3.932 eV Å⁻¹

---

Density functional theory data (the ωB97M-V functional and the def2-TZVPD basis) for one molecule with the formula C3H9NP2.

Geometry as XYZ:
```
15
Properties=species:S:1:pos:R:3:forces:R:3
N -1.265 -0.322 1.983 0.0 0.7 -0.2
P -1.611 -0.196 0.279 0.9 -1.7 0.0
P -0.674 1.647 -0.211 -0.6 2.4 1.3
C 0.482 1.041 -1.414 1.0 -0.3 -0.5
C 1.121 -0.185 -0.834 0.3 -3.6 -0.4
C -0.013 -1.162 -0.157 1.4 2.0 1.9
H -1.735 -1.154 2.289 -0.4 0.1 0.8
H -1.424 0.504 2.546 -0.4 -0.3 0.1
H 0.324 1.525 0.807 -0.4 0.2 0.2
H 1.231 1.899 -1.451 -1.0 -1.1 -1.0
H -0.061 0.666 -2.315 0.7 1.2 0.1
H 1.618 -0.827 -1.640 -0.5 0.9 0.8
H 1.942 -0.027 -0.108 -0.7 0.3 -0.2
H -0.333 -2.030 -0.692 0.5 -0.6 -0.6
H 0.397 -1.379 0.920 -0.9 -0.2 -2.2
```
Positions in Å, forces in eV/Å.

Summary:
Energy   -23323.4051 eV
Max |F|   3.681 eV Å⁻¹

---

Density functional theory data (the ωB97M-V functional and the def2-TZVPD basis) for a 2-piece molecular cluster, C3H9NS overall.

Geometry as XYZ:
```
14
Properties=species:S:1:pos:R:3:forces:R:3
C 1.055 -0.241 -1.369 1.7 1.1 0.8
C 0.065 0.297 -0.274 1.3 -1.1 2.0
C -0.976 -0.806 0.095 0.4 0.1 0.7
S -2.329 1.147 1.988 -0.3 0.5 0.5
N 0.908 0.736 0.924 0.0 -0.1 2.0
H 2.180 0.031 -1.130 -2.3 0.6 -0.6
H 1.246 -1.312 -1.167 -1.1 0.0 -0.9
H 0.740 0.134 -2.396 0.6 -1.2 1.1
H -0.535 1.158 -0.507 -0.1 0.4 -0.9
H -0.667 -1.665 0.736 0.7 0.5 -0.7
H -1.437 -1.223 -0.808 -0.1 0.2 0.1
H -1.708 -0.332 0.772 -0.3 -0.2 -0.7
H 0.615 0.357 1.865 -0.2 -0.4 -1.8
H 0.844 1.721 1.271 -0.4 -0.7 -1.7
```
Positions in Å, forces in eV/Å.

Summary:
Energy   -15580.9114 eV
Max |F|   2.603 eV Å⁻¹
Charge   -1
<S²>   0.754
2S+1   2

---

Density functional theory data (the ωB97M-V functional and the def2-TZVPD basis) for a 2-piece molecular cluster, C3H9NS overall.

Geometry as XYZ:
```
14
Properties=species:S:1:pos:R:3:forces:R:3
C 0.489 1.517 1.985 -2.1 2.6 -1.6
C 1.207 2.036 0.976 1.3 -1.9 1.4
H 0.715 0.628 2.455 1.0 -1.6 1.2
H -0.537 1.928 2.289 1.6 -0.5 -0.7
H 2.237 1.614 0.769 -1.4 0.4 0.0
H 0.898 2.830 0.356 -0.4 1.0 -0.3
C -1.177 0.288 -2.569 -1.1 -4.5 -2.4
S -0.568 -1.582 -2.290 -0.2 2.7 0.2
N 0.675 -1.116 -1.139 -3.0 2.3 0.4
H -0.538 0.779 -3.268 0.3 0.2 -0.5
H -1.129 0.694 -1.635 -0.2 1.1 2.4
H -2.222 0.052 -2.950 1.3 1.0 0.5
H 1.266 -1.860 -1.099 2.3 -2.5 0.4
H 0.214 -0.968 -0.213 0.7 -0.4 -1.0
```
Positions in Å, forces in eV/Å.

Summary:
Energy   -15580.0012 eV
Max |F|   5.217 eV Å⁻¹

---

Density functional theory data (the ωB97M-V functional and the def2-TZVPD basis) for a 2-piece molecular cluster, C3H9NS overall.

Geometry as XYZ:
```
14
Properties=species:S:1:pos:R:3:forces:R:3
S -2.697 -1.606 0.414 0.3 -0.2 -0.2
H -1.924 -1.257 1.448 0.0 0.1 0.3
C 0.629 1.725 -0.857 -0.9 0.1 1.0
C -0.153 0.658 -0.006 1.7 0.6 -0.1
C 0.419 -1.716 0.191 1.5 0.5 0.6
N 0.733 -0.476 0.457 -1.6 -0.5 -1.2
H 1.475 2.161 -0.289 -0.4 -0.3 -0.3
H 0.961 1.386 -1.844 -0.1 -0.2 0.3
H -0.114 2.540 -1.000 0.6 -0.4 -0.1
H -0.599 1.126 0.891 0.3 -0.3 -0.4
H -0.932 0.171 -0.553 -0.7 -0.1 -0.3
H 1.080 -2.509 0.604 -0.6 0.7 -0.3
H -0.452 -1.969 -0.405 -0.3 0.2 0.0
H 1.574 -0.235 0.950 0.1 -0.2 0.5
```
Positions in Å, forces in eV/Å.

Summary:
Energy   -15579.7502 eV
Max |F|   2.028 eV Å⁻¹